Entry 1:
# C28H44N4O17

A 8-piece molecular cluster, C28H44N4O17 overall (the ωB97M-V functional and the def2-TZVPD basis, OMol25).

The geometry in XYZ format:
```
93
Properties=species:S:1:pos:R:3:forces:R:3
N 8.396070 5.329270 -18.263520 -1.1 -2.4 0.7
H 9.366600 5.334200 -18.543090 1.5 0.4 -0.7
H 7.812640 6.153630 -18.251870 -0.9 2.9 -0.2
H 8.325380 4.884130 -17.359660 0.0 -0.1 0.5
H 7.912710 4.705740 -18.894130 -0.2 -0.4 -0.4
C 6.643960 8.072130 -19.641200 0.7 -0.4 -0.2
O 6.950720 7.629460 -18.341900 -0.6 0.4 0.0
H 5.645270 8.046630 -20.077160 -1.1 -0.7 0.8
H 6.835120 9.116650 -19.887260 0.8 0.5 0.5
H 7.189020 7.467930 -20.366420 0.4 -0.1 -0.5
C 8.246500 12.011750 -19.421530 -1.0 -0.8 0.3
N 8.455490 12.750140 -18.210330 0.4 2.9 3.6
O 9.485270 13.476110 -18.274190 -2.5 -1.4 0.9
O 7.652560 12.683040 -17.215570 2.7 0.2 -3.4
H 9.183410 11.455540 -19.451950 -0.3 -0.2 -0.9
H 8.050270 12.762830 -20.186700 0.4 -0.4 -0.2
H 7.360840 11.402720 -19.240440 0.3 -0.2 -0.3
C 12.241610 6.859220 -17.933780 0.0 -0.2 -1.1
C 11.399150 6.658670 -19.191490 0.8 0.3 -0.8
C 12.065860 7.013820 -20.569070 0.2 -0.9 0.7
O 11.148740 6.818190 -21.637080 -0.2 1.4 -0.5
C 10.126370 7.838780 -21.802260 0.7 -1.0 1.0
N 10.942300 5.275880 -19.367770 -0.3 0.4 0.8
H 11.632550 6.513740 -17.098440 0.2 0.5 0.3
H 12.521530 7.912610 -17.943890 -0.2 0.0 0.7
H 13.170430 6.288890 -17.923450 0.0 -0.2 -0.2
H 10.534540 7.303470 -19.034060 -0.3 0.1 -0.3
H 12.768110 6.235090 -20.866610 0.4 -0.2 0.8
H 12.694100 7.902510 -20.508780 -0.7 0.8 -0.5
H 10.556110 8.840310 -21.783500 0.0 0.0 -0.2
H 9.492730 7.700050 -20.926270 -0.6 0.5 -0.3
H 9.604950 7.626780 -22.735670 0.1 0.1 0.2
H 10.854150 5.244840 -20.373440 -0.2 -0.9 -0.3
H 11.697070 4.687310 -19.045250 0.0 -0.4 -0.3
C 4.494000 2.991440 -26.296360 0.2 -1.0 -0.1
C 5.622270 3.511840 -25.395970 -0.2 -0.8 -0.3
C 5.099670 4.056560 -24.077600 1.6 0.6 -0.8
O 6.264920 4.545220 -23.313170 -1.6 -0.8 1.3
C 6.893410 5.766280 -23.659140 -0.9 -0.8 -2.2
N 6.701900 2.511360 -25.142120 -0.7 0.8 -1.1
H 3.774210 2.317930 -25.831180 -0.1 0.1 0.5
H 4.942450 2.364630 -27.067130 0.2 0.2 -0.2
H 3.932430 3.772990 -26.808150 0.1 0.2 0.2
H 5.982970 4.320800 -26.031260 0.8 0.2 0.4
H 4.614080 3.220470 -23.574340 0.3 0.2 0.6
H 4.338250 4.794760 -24.329360 0.1 0.6 0.6
H 7.356270 6.329330 -22.848680 -0.3 -0.4 0.2
H 6.168780 6.351870 -24.224900 -0.1 0.7 0.4
H 7.609820 5.494650 -24.434430 0.7 0.4 0.1
H 7.309030 2.895620 -24.432310 0.0 -0.2 0.2
H 6.323350 1.628650 -24.829660 -0.1 0.0 0.2
C 1.344870 5.751920 -17.919100 2.2 1.0 -0.6
C 2.607120 6.001500 -18.402360 -1.7 0.8 -1.0
C 3.598970 4.910700 -18.771550 -0.3 0.5 1.0
O 4.706830 5.125840 -19.208760 0.2 0.8 -0.3
C 3.139510 3.606660 -18.462650 -1.4 -1.1 -0.1
C 1.889890 3.374750 -18.001200 0.2 -1.3 -0.1
C 0.864240 4.424760 -17.640020 -0.7 2.1 1.0
O -0.246700 4.313710 -17.101610 1.9 -1.7 -0.9
O 1.499470 2.093390 -17.857210 0.2 0.5 0.3
O 2.892430 7.261240 -18.807020 -0.1 -1.2 0.6
H 0.749520 6.631160 -17.721910 -0.4 -0.2 0.0
H 3.757210 2.765820 -18.741640 0.1 -0.1 0.2
H 0.867270 2.140960 -17.136340 -0.8 -0.5 0.1
H 3.794040 7.229390 -19.135190 0.7 0.3 -0.2
C 3.120120 7.458820 -13.665860 0.4 -3.8 3.5
C 3.883990 6.370940 -13.248800 -1.0 1.4 0.3
C 5.123510 5.897980 -14.011620 -0.2 0.8 -2.4
O 5.876430 4.975420 -13.753860 -1.0 0.5 0.9
C 5.232110 6.669650 -15.283190 0.3 -0.3 0.5
C 4.460520 7.714510 -15.581170 2.0 1.5 -3.7
C 3.388390 8.217920 -14.786680 -2.8 3.4 -0.8
O 2.679820 9.218100 -15.057920 1.8 -1.9 0.1
O 4.684790 8.458570 -16.717890 -1.4 -0.3 1.8
O 3.547990 5.710830 -12.116420 0.3 0.4 -0.8
H 2.229480 7.681400 -13.096970 0.0 0.1 0.1
H 5.984510 6.549800 -16.048660 0.5 -0.8 0.3
H 5.306780 8.044390 -17.320550 1.4 -0.5 -0.4
H 4.284980 5.120490 -11.943390 0.2 -0.6 0.3
C 8.886410 8.452270 -15.260340 0.5 -0.1 -0.1
C 9.405520 9.292580 -16.168140 -0.3 1.4 -1.5
C 10.804250 9.924810 -15.913640 1.5 0.6 -0.3
O 11.492270 10.712280 -16.590820 -2.6 -1.8 0.7
C 11.443860 9.430350 -14.678060 0.2 -0.8 1.5
C 10.954380 8.510020 -13.816240 -0.3 0.6 -0.2
C 9.621310 7.930200 -14.091680 -1.5 -1.2 -0.6
O 9.111540 6.996630 -13.466270 1.2 1.0 0.0
O 11.547310 8.160250 -12.650650 0.5 0.5 -0.8
O 8.735690 9.682760 -17.310650 2.3 0.4 1.6
H 7.912370 8.008870 -15.405420 -0.1 0.1 -0.1
H 12.405230 9.835260 -14.398390 0.1 0.3 -0.4
H 11.293630 7.262660 -12.423550 -0.5 -0.3 0.2
H 8.135530 8.988430 -17.592270 -1.3 -1.1 -0.4
```
Forces are in eV/Å.

Entry 2:
# C10H30BCsF3MgNO7

C10H30BCsF3MgNO7 as an isolated structure (the ωB97M-V functional and the def2-TZVPD basis, OMol25).

The geometry in XYZ format:
```
54
Properties=species:S:1:pos:R:3:forces:R:3
C 7.549447 1.146222 0.285872 0.7 -1.2 -1.0
C 6.178962 0.840820 -0.562800 -0.2 0.5 0.9
C 5.083552 2.099295 -0.491173 -0.5 -1.5 -1.1
B 3.586343 1.372988 -0.338103 0.6 2.1 -1.0
C 2.262612 1.894872 -1.183820 -2.1 0.2 2.8
C 0.881965 1.732495 -0.065755 0.6 -3.3 -0.7
C 0.687515 0.134681 0.585148 0.1 5.5 -2.0
O -0.280281 0.810150 -0.558138 3.8 0.6 3.7
H 7.657871 0.347150 1.139618 -0.3 1.7 -1.5
H 8.459060 0.950647 -0.459428 -1.3 1.0 2.0
H 7.640932 2.240325 0.692335 -0.3 -2.2 -0.9
H 6.476233 0.616927 -1.692228 -0.5 0.5 1.6
H 5.701746 -0.154963 -0.154272 0.7 1.7 -0.7
H 5.299522 2.825805 0.405866 -0.2 -1.4 -1.8
H 5.102074 2.614271 -1.545875 -0.2 -0.4 2.3
H 3.550730 0.435419 0.405735 -0.2 -0.2 0.0
H 1.987471 1.235229 -2.110178 0.3 1.5 1.5
H 2.364804 3.040656 -1.401724 -0.3 -2.6 -0.1
H 0.630217 2.703271 0.688824 0.3 -3.0 -2.3
H 0.541511 0.549579 1.659406 -0.5 -2.1 -1.8
H 1.435066 -0.659982 0.186976 -1.7 1.7 0.9
C -3.208345 -1.008839 -0.201540 -0.3 0.3 0.1
C -2.989616 -2.187428 0.730225 0.2 0.2 -0.7
O -3.052819 -1.772375 2.100379 -1.3 -0.1 0.6
C -4.299841 -1.584420 2.600326 0.8 0.5 0.6
O -5.348743 -1.745796 1.994192 0.7 -0.3 0.3
O -4.181370 -1.159131 3.881668 0.1 -0.8 -1.8
C -5.424871 -0.834287 4.499187 -0.7 0.4 0.5
H -2.513546 -0.196130 0.034579 0.0 -0.3 -0.1
H -3.065457 -1.307097 -1.244129 0.0 0.0 0.1
H -4.218928 -0.602417 -0.096492 0.1 -0.1 -0.1
H -1.986613 -2.596222 0.568612 -0.1 0.1 0.4
H -3.702656 -2.996610 0.534383 -0.1 0.1 0.2
H -6.138875 -1.659623 4.417104 0.1 0.2 -0.1
H -5.834029 0.076904 4.052103 -0.1 -0.2 0.0
H -5.238512 -0.646103 5.560135 0.3 -0.1 -0.3
O -8.138235 -2.534550 1.214509 0.9 -1.6 -0.6
H -7.186623 -2.498271 1.393452 0.3 1.1 0.9
H -8.191767 -2.636875 0.252405 -1.5 1.5 -0.5
N 3.908226 -0.870954 -3.430244 -4.0 -0.6 1.9
H 3.014114 -1.158993 -3.015599 -0.3 0.4 0.2
H 3.783608 -0.713381 -4.437090 -1.3 0.2 0.6
H 4.228151 -0.002912 -2.984873 -0.4 1.0 0.6
H 4.607067 -1.608737 -3.283223 -2.7 -0.1 1.7
O -2.480809 2.484047 -1.733702 0.3 0.1 0.0
H -1.840573 3.198382 -1.870533 -0.2 -0.3 0.0
H -1.953919 1.768221 -1.347747 0.0 0.2 0.0
O -7.766397 1.080122 2.375464 -0.8 0.9 0.3
H -7.217137 0.338041 2.199811 0.9 -1.2 -0.4
Cs 6.008233 -1.048061 -4.508281 8.7 0.7 -4.3
F 3.308233 3.007939 -2.924281 1.1 -0.5 -1.4
F 10.208233 1.802057 -0.347810 -0.1 -0.3 -0.3
Mg -6.891767 -4.059482 -0.249733 -1.2 0.3 -1.1
F -8.991767 -3.102878 -2.219545 1.6 -0.7 1.6
```
Forces are in eV/Å.

Which LUMO level belongs to each record? In order, -1.8; -5.0 eV.
Which gap between HOMO and LUMO belongs to each record? In order, 7.2; 1.1 eV.